[1]
{"formula": "C2HBr3Cl2", "method": "the ωB97M-V functional and the def2-TZVPD basis", "elements": ["Br", "Br", "Br", "Cl", "Cl", "C", "C", "H"], "positions_angstrom": [[1.1770, 3.4607, 2.1548], [0.9547, 0.2274, 2.8209], [-1.1974, 2.2130, 4.0189], [0.2441, -0.1148, -0.1216], [1.0075, 1.4626, -2.4689], [0.0452, 1.9113, 2.6261], [1.3305, 0.8239, -0.9634], [2.4386, 0.5458, -0.8432]], "forces_ev_per_angstrom": [[-0.932, -1.346, 0.297], [-0.103, 1.002, 0.566], [0.177, 0.111, -0.488], [-0.936, -0.444, -0.592], [-0.570, 0.396, -0.793], [1.085, 0.308, 0.510], [3.214, -0.546, 0.404], [-1.935, 0.519, 0.095]], "relative_energy_kj_mol": 263.24, "e_lumo_ev": [-0.329, -1.521], "gap_ev": [8.618, 6.738], "total_energy_ev": -237258.33916}



[2]
{"formula": "C10H30CrF2N11O24S2", "method": "the ωB97M-V functional and the def2-TZVPD basis", "elements": ["Cr", "S", "S", "F", "F", "O", "O", "O", "O", "O", "O", "O", "O", "O", "O", "O", "O", "O", "O", "O", "O", "O", "O", "O", "O", "O", "O", "O", "O", "N", "N", "N", "N", "N", "N", "N", "N", "N", "N", "N", "C", "C", "C", "C", "C", "C", "C", "C", "C", "C", "H", "H", "H", "H", "H", "H", "H", "H", "H", "H", "H", "H", "H", "H", "H", "H", "H", "H", "H", "H", "H", "H", "H", "H", "H", "H", "H", "H", "H", "H"], "positions_angstrom": [[1.6953, 3.8099, 1.6629], [0.9058, 0.5434, -2.0995], [-0.3094, -0.5697, -0.4763], [1.3541, 2.0792, -2.4374], [-0.5360, -0.6218, 1.1100], [-5.6887, -1.4072, 5.0948], [3.1093, 1.0215, 5.3370], [-6.0749, -5.1240, -2.3103], [0.1331, -4.2843, 6.4551], [-1.6514, -0.5211, -1.0041], [0.3990, 8.6200, -2.1294], [0.4895, -1.7599, -0.7205], [6.1426, 2.1400, 0.9348], [-2.3760, -9.4334, 2.9217], [-4.9603, 3.3478, -1.6395], [-4.8136, 4.7734, -3.3174], [10.3712, -1.8780, -4.8946], [8.6709, -1.4225, -6.1073], [-7.2452, -0.1158, 4.2570], [-0.2554, 7.1382, -0.7856], [-0.6885, -2.4602, 7.2663], [-0.1413, 0.5313, -3.1146], [1.2064, 3.9654, -7.7793], [2.1846, -0.1841, -2.3563], [0.1237, 4.6627, -9.5211], [-2.7623, -7.4526, 3.7629], [4.6832, -0.4080, 5.6622], [-3.9513, -4.9353, -2.7172], [7.9286, 1.5282, -0.2446], [-0.5378, -3.6503, 7.2385], [-0.3603, 8.2055, -1.3094], [3.9507, 0.4749, 6.0633], [0.3423, 4.6789, -8.3458], [7.3525, 1.9945, 0.7367], [-2.1668, -8.2467, 3.0157], [0.5318, 0.8972, -0.6011], [-5.1447, 3.7261, -2.7883], [9.1721, -1.9308, -5.1467], [-6.5294, -1.0964, 4.1798], [-5.1397, -4.7559, -2.9959], [-1.5380, 9.0551, -1.0140], [3.9428, 0.7222, 7.4790], [8.2659, 2.3927, 1.8359], [-5.8806, 2.7731, -3.6142], [-6.4783, -1.8288, 2.9253], [-0.6195, 5.3724, -7.4075], [-1.0566, -7.6735, 2.1769], [8.3506, -2.8206, -4.2692], [-1.2963, -4.4331, 8.1861], [-5.4922, -4.0879, -4.2776], [-1.1994, -6.5929, 2.1641], [8.7333, -2.7290, -3.2527], [-2.0251, 9.1174, -1.9871], [-0.9950, -5.4702, 8.0384], [-6.6507, -1.0074, 2.2298], [-6.1665, 1.9662, -2.9395], [-0.2285, -7.9070, 2.8462], [-5.4468, -3.0207, -4.0606], [-5.1045, 2.4240, -4.2954], [-2.3565, -4.3057, 7.9673], [3.1158, 1.4071, 7.6660], [-0.1913, 6.3711, -7.3213], [-1.1332, -4.0456, 9.1918], [-6.5138, -4.2845, -4.6026], [8.5555, 1.4361, 2.2707], [-1.1632, 10.0214, -0.6763], [4.8542, 1.2142, 7.8187], [-2.0682, 8.5018, -0.2389], [-1.5688, 5.4353, -7.9394], [-0.8106, 4.8320, -6.4804], [-5.5739, -2.3901, 2.6908], [7.6756, 2.9943, 2.5270], [8.3807, -3.8722, -4.5543], [-1.1525, -8.2242, 1.2412], [7.3539, -2.3925, -4.3760], [-7.3621, -2.4542, 2.7991], [-6.7285, 3.2123, -4.1399], [9.1673, 2.9274, 1.5363], [3.7910, -0.1749, 8.0792], [-4.7996, -4.3412, -5.0803]], "forces_ev_per_angstrom": [[0.051, -0.034, -0.077], [5.047, 4.819, -8.303], [-3.818, -5.003, 4.020], [0.387, -0.987, 1.032], [0.616, 0.820, -1.362], [1.739, 0.066, 2.628], [0.884, 0.223, 0.897], [0.368, 0.307, -0.056], [0.556, 0.309, -0.465], [2.144, 0.882, 0.543], [1.129, 0.771, -1.069], [-0.632, 2.730, -0.090], [1.207, -0.398, -0.789], [-0.061, 0.263, 0.152], [0.619, 1.060, -0.384], [0.264, -0.383, 0.853], [-0.598, 0.136, 0.269], [-0.929, 0.505, -0.440], [-1.295, 2.960, 1.508], [-0.037, -1.857, 1.391], [0.270, 1.184, -0.171], [0.886, -1.803, 2.433], [-1.057, 1.672, -0.924], [-3.610, 1.236, 1.607], [0.006, 0.750, -0.557], [0.693, -1.275, -0.884], [0.271, 0.543, 0.127], [-1.315, 0.555, -0.515], [-1.677, 0.436, 0.854], [-0.179, -0.633, -0.416], [-0.329, 0.911, -0.524], [-0.910, -1.672, -2.078], [0.529, -3.146, 2.373], [0.812, 0.223, -0.679], [-0.997, 1.345, 0.711], [-1.028, -2.697, 0.151], [-0.788, 0.263, 0.393], [2.060, -1.461, 0.128], [-0.367, -3.335, -3.891], [0.436, -1.177, 0.202], [0.152, -0.458, 0.310], [-0.653, 1.466, 1.904], [-0.303, 0.003, 0.950], [0.145, -1.085, -0.322], [-0.624, 0.525, -0.617], [-0.255, 0.589, -1.114], [-0.863, -0.306, 1.120], [-0.632, 0.851, 0.446], [-0.781, -0.927, 0.946], [-0.008, 0.800, -0.489], [-0.011, -0.275, -0.374], [-0.053, 0.089, -0.185], [-0.363, 0.215, 0.386], [-0.139, 0.192, 0.355], [0.410, -0.122, -0.472], [-0.150, 0.115, -0.326], [0.549, -0.087, -0.785], [0.231, 0.001, -0.086], [-0.386, -0.157, -0.340], [0.099, 0.022, -0.144], [0.087, -0.095, 0.031], [-0.239, -0.060, 0.535], [0.179, -0.142, -0.124], [0.138, -0.426, 0.511], [0.045, 0.175, 0.236], [-0.166, -0.102, -0.127], [0.147, -0.201, -0.378], [-0.358, 0.431, -0.283], [0.189, 0.142, -0.136], [0.821, 0.057, -0.168], [0.078, 0.218, 0.439], [0.185, -0.224, 0.030], [0.223, 0.325, -0.470], [0.688, 0.352, 0.070], [-0.069, -0.443, 0.255], [0.068, -0.327, 0.400], [0.330, 0.190, 0.131], [-0.348, -0.182, -0.577], [0.135, -0.188, -0.575], [0.160, -0.056, 0.439]], "total_charge": 1, "relative_energy_kj_mol": 397.80, "e_lumo_ev": [-6.015, -8.579], "gap_ev": [2.966, 3.492], "spin_multiplicity": 9, "total_energy_ev": -131866.11029}



[3]
{"formula": "C4H4O4", "method": "the ωB97M-V functional and the def2-TZVPD basis", "elements": ["O", "O", "O", "O", "C", "C", "C", "C", "H", "H", "H", "H"], "positions_angstrom": [[0.9883, -1.8663, 0.3247], [-1.6612, -0.6804, 1.3719], [0.7012, 1.5454, 0.2371], [0.0499, 0.8786, -2.1692], [-1.2287, 0.2822, 0.7612], [0.1562, 0.3087, 0.1279], [-0.0645, -0.0065, -1.3487], [1.0450, -0.7368, 0.7456], [1.6600, -0.3838, 1.6075], [-1.8171, 1.2823, 0.7965], [-0.3716, -1.0127, -1.6542], [0.4549, 2.0102, -0.5813]], "forces_ev_per_angstrom": [[0.558, 0.513, 0.655], [0.522, 1.312, -1.181], [0.365, 1.514, 0.313], [-0.041, -0.401, 0.699], [-1.707, -0.524, 2.308], [-0.480, -0.436, -0.906], [-0.154, 0.358, -1.183], [-0.379, -0.970, -0.033], [-0.037, -0.294, -0.402], [0.956, -1.129, -0.487], [0.072, -0.126, 0.259], [0.324, 0.183, -0.042]], "relative_energy_kj_mol": 228.25, "e_lumo_ev": -0.336, "gap_ev": 10.022, "total_energy_ev": -12400.93860}



[4]
{"formula": "C38H44KN9S3", "method": "the ωB97M-V functional and the def2-TZVPD basis", "elements": ["K", "S", "S", "S", "N", "N", "N", "N", "N", "N", "N", "N", "N", "C", "C", "C", "C", "C", "C", "C", "C", "C", "C", "C", "C", "C", "C", "C", "C", "C", "C", "C", "C", "C", "C", "C", "C", "C", "C", "C", "C", "C", "C", "C", "C", "C", "C", "C", "C", "C", "C", "H", "H", "H", "H", "H", "H", "H", "H", "H", "H", "H", "H", "H", "H", "H", "H", "H", "H", "H", "H", "H", "H", "H", "H", "H", "H", "H", "H", "H", "H", "H", "H", "H", "H", "H", "H", "H", "H", "H", "H", "H", "H", "H", "H"], "positions_angstrom": [[0.2285, 0.2067, 0.5699], [0.9293, 3.0664, -1.8715], [-1.6062, 3.7258, 0.3875], [-1.7405, 5.1070, -3.2094], [-1.3863, 0.3938, -1.7650], [-2.5921, -0.1428, -1.5138], [0.1991, -1.9672, 2.7245], [-2.0080, -1.1301, 1.1007], [-0.0370, 4.2407, 4.0130], [3.0435, 1.1356, 0.3970], [2.1569, -0.3029, -1.7372], [1.2011, -2.2113, 1.8570], [0.1724, 2.1884, 2.6280], [5.1877, -0.0148, 0.3719], [0.9402, 4.2498, -3.2457], [-2.2847, -4.5734, 3.5627], [-2.3534, -5.8408, 4.3715], [-2.1330, -2.1982, 1.9385], [-3.3653, 0.2321, -0.3674], [3.8999, 0.2307, -0.1518], [-3.0080, -0.9343, -2.5206], [5.5830, 0.7490, 1.4938], [-6.3872, 2.4818, 0.2059], [-3.0902, -0.3308, 0.8945], [-1.0429, -0.0742, -2.9586], [1.9050, -0.8148, 3.4917], [0.0748, 3.1425, 3.2720], [-3.9850, 0.0733, 1.9204], [-1.1166, -3.8386, 3.4586], [-0.2188, 4.8398, 0.0125], [-0.3636, 4.2754, -4.0346], [-5.2685, 1.5011, 0.4349], [-2.0255, -0.9259, -3.4849], [1.0505, 4.1037, -0.4011], [-1.0431, -2.6880, 2.6849], [-2.8552, 4.1830, -0.8373], [-4.4200, 1.1124, -0.5850], [4.7197, 1.6567, 2.0309], [-3.3882, -4.0938, 2.8535], [6.0097, -1.0141, -0.2009], [3.4391, -0.5303, -1.2723], [3.4451, 1.8063, 1.4458], [-5.0201, 0.9522, 1.6984], [0.5874, -1.1405, 3.7182], [-3.3207, -2.9590, 2.0748], [5.5375, -1.7427, -1.2538], [-2.5705, 3.7741, -2.2792], [4.2589, -1.5028, -1.7922], [0.7041, 4.2587, 5.2708], [-1.3520, 4.8851, 4.0250], [2.2339, -1.5177, 2.3194], [-5.6616, 1.2287, 2.5297], [-6.5520, 2.6463, -0.8599], [-6.1725, 3.4537, 0.6603], [-3.5125, 3.5633, -2.7880], [-2.0204, -1.4561, -4.4209], [-1.6153, -5.8372, 5.1747], [6.9936, -1.1941, 0.2126], [0.0021, 5.4214, 0.9120], [3.9120, -2.0958, -2.6300], [-3.8265, -0.3295, 2.9135], [-3.3384, -5.9681, 4.8233], [-2.0154, 4.4164, 4.7580], [-0.2254, -4.1491, 3.9947], [1.7602, 3.9674, -3.9092], [-3.7375, 3.6498, -0.4803], [-4.3268, -4.6369, 2.9067], [1.6841, 3.8113, 5.1223], [0.1755, 3.7122, 6.0577], [-1.9541, 2.8761, -2.3046], [2.5339, -0.1697, 4.0807], [2.7293, 2.4941, 1.8846], [-0.1035, -0.8595, 4.4948], [-2.1612, -6.7227, 3.7547], [-4.1972, -2.6369, 1.5261], [6.5670, 0.5909, 1.9192], [0.8334, 5.2941, 5.5822], [4.9873, 2.2486, 2.8958], [-3.0709, 5.2507, -0.7637], [-0.1052, 0.2274, -3.4005], [6.1509, -2.5186, -1.6933], [1.1644, 5.2401, -2.8477], [1.8748, 4.8098, -0.5282], [-7.3255, 2.1268, 0.6360], [1.9148, -0.7724, -2.5941], [-1.2207, 5.9358, 4.2797], [-1.7984, 4.8039, 3.0357], [-4.5705, 1.4864, -1.5936], [-0.2089, 4.8291, -4.9631], [1.8485, 0.6598, -1.6983], [-3.9579, -1.4378, -2.4639], [-0.5379, 5.5336, -0.7635], [3.1743, -1.5505, 1.7911], [-0.6727, 3.2663, -4.3114], [1.3441, 3.4041, 0.3832]], "forces_ev_per_angstrom": [[-0.025, 0.085, -0.016], [-0.011, 0.009, -0.021], [0.008, -0.003, -0.003], [-0.002, 0.000, -0.003], [-0.044, 0.011, -0.028], [-0.003, 0.011, -0.010], [-0.007, -0.038, 0.015], [-0.038, -0.024, 0.053], [-0.012, 0.047, -0.072], [0.039, 0.049, 0.000], [-0.047, 0.001, 0.062], [0.010, -0.102, 0.031], [0.175, 0.081, -0.099], [0.002, 0.001, 0.006], [0.003, 0.001, 0.002], [-0.001, -0.002, 0.002], [-0.001, 0.000, 0.000], [-0.008, -0.001, -0.014], [0.018, 0.008, 0.010], [-0.003, -0.009, -0.004], [0.023, -0.038, 0.021], [0.004, 0.005, 0.001], [-0.002, -0.001, 0.000], [-0.020, -0.004, -0.010], [0.028, -0.037, 0.027], [-0.010, 0.007, -0.005], [-0.096, -0.111, 0.169], [0.006, 0.002, -0.002], [-0.008, 0.003, 0.004], [0.004, 0.001, -0.005], [0.001, -0.001, 0.001], [-0.013, 0.000, -0.003], [-0.023, 0.034, -0.021], [0.000, -0.007, 0.006], [0.010, 0.012, 0.005], [-0.002, -0.003, 0.000], [-0.001, -0.009, -0.001], [-0.004, -0.006, 0.001], [-0.001, 0.001, -0.003], [-0.002, -0.001, -0.004], [0.000, 0.002, 0.012], [0.001, -0.001, -0.006], [0.003, -0.003, 0.002], [0.003, 0.015, -0.031], [-0.002, -0.008, -0.002], [-0.001, -0.002, 0.000], [0.005, -0.004, 0.003], [0.000, -0.003, 0.002], [-0.003, -0.001, -0.001], [-0.008, 0.000, 0.001], [-0.004, -0.013, -0.019], [0.000, 0.000, -0.001], [0.001, 0.001, -0.001], [-0.001, -0.001, 0.003], [0.000, -0.001, 0.000], [-0.004, 0.006, -0.004], [0.002, -0.001, -0.002], [0.000, 0.000, 0.000], [0.000, 0.002, 0.003], [0.001, -0.001, 0.000], [0.000, -0.001, 0.001], [0.001, 0.000, 0.003], [0.002, 0.001, 0.002], [0.000, -0.001, -0.001], [0.000, 0.000, -0.001], [-0.004, 0.000, -0.002], [0.000, 0.000, 0.000], [0.000, 0.000, 0.000], [0.000, 0.001, 0.000], [-0.007, 0.003, 0.002], [-0.002, 0.002, -0.001], [0.003, 0.000, 0.000], [-0.002, 0.006, -0.005], [-0.003, -0.001, -0.001], [-0.001, -0.001, 0.001], [0.000, 0.001, 0.000], [0.000, 0.000, 0.000], [-0.001, 0.001, 0.000], [0.002, 0.001, 0.001], [0.001, -0.001, 0.002], [0.000, 0.000, 0.000], [-0.001, 0.001, 0.000], [0.001, -0.001, -0.001], [-0.002, -0.001, -0.002], [0.009, 0.003, -0.005], [0.001, 0.002, 0.001], [0.002, 0.004, -0.001], [-0.001, 0.001, -0.001], [-0.002, 0.001, 0.000], [0.065, 0.032, -0.056], [0.002, -0.004, 0.001], [0.001, -0.001, 0.001], [0.002, -0.004, 0.004], [-0.001, 0.000, -0.001], [-0.007, -0.006, 0.005]], "relative_energy_kj_mol": 28.33, "e_lumo_ev": 0.118, "gap_ev": 5.947, "total_energy_ev": -102362.86379}